# 1
Computed, not measured: a molecular structure, C7H6KO6 at a distorted geometry, with ωB97M-V/def2-TZVPD.

Summary:
Orbital gap   3.761 eV
Total charge   -1

The geometry in XYZ format:
```
20
Properties=species:S:1:pos:R:3:mulliken_charge:R:1
O 3.7062 -1.4928 1.8551 -0.744
C 2.5025 -1.8418 1.6049 -0.213
C 1.8597 -1.8686 0.3875 -0.268
C 0.4461 -2.2511 0.2675 -0.496
C -0.2974 -2.1814 -0.8139 0.629
O -1.1114 -2.2831 -1.6809 -0.650
H 1.8501 -2.1014 2.4766 0.207
H 2.3574 -1.4598 -0.4971 0.365
H -0.1291 -2.5030 1.1693 0.216
C -0.0055 1.3942 -1.0565 0.229
C -0.5830 2.6796 -0.5147 -0.226
O -1.1699 2.5157 0.7546 -0.352
C -2.0451 1.4454 0.9019 0.547
O -1.8777 0.8573 1.9822 -0.647
O -2.4704 0.9219 -0.1535 -0.726
O -0.1043 1.1188 -2.2392 -0.679
H -1.3149 3.0888 -1.2278 0.201
H 0.2527 3.3845 -0.3916 0.270
K -2.4388 -0.0692 -2.4289 1.035
H 0.5728 0.6460 -0.3956 0.303
```

# 2
Computed, not measured: 2 unconnected molecules or ions with the total composition C9H14O at a distorted geometry, with ωB97M-V/def2-TZVPD.

Summary:
Orbital gap   9.241 eV
SMILES   Cc1ccc(O)cc1.CC
Energy above the lowest of the compared OMol25 structures with the same formula, charge and spin   14.2 kcal/mol

The geometry in XYZ format:
```
24
Properties=species:S:1:pos:R:3:mulliken_charge:R:1
C -1.9974 -1.7484 -1.0600 -1.399
C -1.7481 -0.6356 -0.0801 0.007
C -2.8232 0.0880 0.4209 -0.421
C -2.6374 1.1535 1.2957 -0.605
C -1.3496 1.4166 1.7682 0.853
O -1.2768 2.4175 2.7055 -0.542
C -0.3073 0.5920 1.4136 -0.632
C -0.4876 -0.3959 0.4457 -0.162
H -1.0504 -2.1133 -1.4745 0.347
H -2.4938 -1.3748 -1.9438 0.348
H -2.5190 -2.6284 -0.6914 0.312
H -3.8547 0.0013 0.1190 0.349
H -3.4693 1.7521 1.6189 0.414
H -0.4009 2.4612 3.1064 0.284
H 0.6422 0.6269 1.9381 0.269
H 0.2790 -1.1567 0.4117 0.561
C 3.7760 0.2209 -1.6212 -0.972
C 2.5541 -0.3402 -0.9007 -0.591
H 4.6960 -0.2739 -1.2664 0.275
H 3.8172 0.0328 -2.6939 0.283
H 4.0149 1.2564 -1.3869 0.289
H 1.7326 -0.5011 -1.5867 0.259
H 2.7123 -1.2575 -0.3332 0.342
H 2.1911 0.4066 -0.2047 0.133
```